# C34H54N3O3SV

A molecular structure, C34H54N3O3SV at a distorted geometry (ωB97M-V/def2-TZVPD, the OMol25 dataset).

Values from the calculation:
Kohn-Sham gap (alpha / beta) (eV): 5.063 / 5.029
Highest occupied orbital energy (alpha / beta) (eV): -2.6187 / -2.5845

```
! wB97M-V def2-TZVPD RIJCOSX def2/J DEFGRID3
* xyz -1 2
V 0.1116 -0.3539 -1.0036
C -1.9668 -1.5035 1.4088
N -0.5705 -1.1830 1.6079
C 0.2012 -2.3775 1.8706
C -0.3670 -0.1582 2.6064
C -0.6879 1.2399 2.0629
N 0.0332 1.5712 0.8424
C 1.4238 1.8833 1.1577
C 2.3412 2.0794 -0.0165
C 3.0672 3.2427 -0.1666
C 4.0795 3.3415 -1.1099
C 4.3301 2.2187 -1.8975
C 3.6144 1.0430 -1.8087
C 2.5737 0.9442 -0.8360
O 1.8994 -0.1306 -0.5973
C 3.9182 -0.1449 -2.7131
C 2.6683 -0.4496 -3.5487
C 4.2743 -1.3583 -1.8459
C 5.0843 0.0987 -3.6816
C 4.9554 4.5736 -1.2820
C 6.4029 4.2165 -0.9076
C 4.5082 5.7396 -0.3958
C 4.9090 5.0489 -2.7409
C -0.6051 2.6890 0.1528
C -0.4743 2.6799 -1.3485
C -0.0203 3.8092 -1.9988
C -0.1285 3.9349 -3.3740
C -0.6979 2.8680 -4.0658
C -1.1548 1.7067 -3.4718
C -1.0230 1.5722 -2.0521
O -1.4699 0.5702 -1.3521
C -1.8184 0.6221 -4.3225
C -0.8875 -0.5915 -4.4003
C -2.1159 1.0649 -5.7638
C -3.1519 0.2152 -3.6836
C 0.2825 5.1839 -4.1378
C -0.9336 5.7496 -4.8892
C 1.3860 4.8207 -5.1393
C 0.8075 6.2895 -3.2173
H -2.4273 -1.9392 2.3171
H -2.0457 -2.2132 0.5861
H -2.5177 -0.6110 1.1235
H -0.1241 -2.8932 2.7948
H 1.2549 -2.1170 1.9602
H 0.0969 -3.0576 1.0253
H 0.6761 -0.1970 2.9282
H -0.9974 -0.3277 3.5041
H -0.4797 1.9819 2.8653
H -1.7594 1.2784 1.8465
H 1.8211 1.0266 1.7133
H 1.4672 2.7758 1.8166
H 2.8521 4.0631 0.5047
H 5.1422 2.2729 -2.6054
H 1.8470 -0.7595 -2.8950
H 2.8705 -1.2522 -4.2574
H 2.3631 0.4404 -4.1005
H 3.4427 -1.5993 -1.1887
H 5.1508 -1.1374 -1.2377
H 4.4888 -2.2268 -2.4665
H 4.8751 0.9262 -4.3570
H 5.2292 -0.7969 -4.2851
H 6.0127 0.2990 -3.1485
H 6.4443 3.8795 0.1264
H 7.0577 5.0818 -1.0158
H 6.7790 3.4171 -1.5410
H 4.5979 5.4817 0.6573
H 3.4765 6.0111 -0.6098
H 5.1383 6.6095 -0.5840
H 5.3033 4.2942 -3.4156
H 5.4962 5.9596 -2.8613
H 3.8823 5.2549 -3.0339
H -0.2327 3.6519 0.5505
H -1.6831 2.6444 0.3653
H 0.3993 4.5994 -1.3938
H -0.7999 2.9685 -5.1338
H 0.0359 -0.3216 -4.9099
H -1.3620 -1.4058 -4.9466
H -0.6494 -0.9350 -3.3917
H -1.2014 1.2644 -6.3186
H -2.7501 1.9494 -5.7890
H -2.6369 0.2557 -6.2744
H -2.9794 -0.1392 -2.6706
H -3.6275 -0.5776 -4.2600
H -3.8260 1.0704 -3.6477
H -1.3226 5.0310 -5.6051
H -0.6636 6.6590 -5.4264
H -1.7261 5.9898 -4.1830
H 1.0204 4.1153 -5.8809
H 2.2199 4.3554 -4.6185
H 1.7409 5.7143 -5.6520
H 0.0367 6.6040 -2.5159
H 1.0961 7.1559 -3.8134
H 1.6779 5.9512 -2.6602
O 0.4649 -4.3744 -1.8060
S -0.5977 -3.3377 -1.9995
N -0.1819 -1.9361 -1.5295
*
```

=====

# C34H54O25S

9 unconnected molecules or ions with the total composition C34H54O25S at a distorted geometry (ωB97M-V/def2-TZVPD, the OMol25 dataset).

Values from the calculation:
Kohn-Sham gap (eV): 9.370
ΔE to the lowest compared entry with this formula, charge and spin (kcal per mole): 138.64
Highest occupied orbital energy (eV): -9.4802

```
! wB97M-V def2-TZVPD RIJCOSX def2/J DEFGRID3
* xyz 0 1
C 2.5371 -2.2265 3.4998
C 4.0593 -2.6863 3.4458
C 5.1712 -1.6600 3.0597
O 6.1151 -1.8674 4.0530
C 5.5706 -2.7502 5.0472
O 6.2859 -3.1569 5.9392
O 4.3745 -3.1990 4.7014
H 1.8577 -3.0356 3.7676
H 2.3634 -1.7839 2.5190
H 2.4344 -1.4228 4.2290
H 4.0702 -3.5577 2.7911
H 4.7910 -0.6415 3.1381
H 5.5886 -1.9677 2.1009
C -0.5085 -2.6930 -5.6704
C -1.1625 -1.2853 -5.5358
C -2.3992 -1.1672 -6.3844
O -3.3657 -0.5912 -5.5434
C -2.8610 -0.5029 -4.3245
O -3.4496 -0.1078 -3.3947
O -1.5873 -1.0447 -4.2916
H 0.5431 -2.5524 -5.4205
H -0.5738 -3.0704 -6.6909
H -0.8378 -3.5224 -5.0446
H -0.5261 -0.4103 -5.6677
H -2.7223 -2.1949 -6.5504
H -2.3111 -0.4834 -7.2286
C 4.6273 2.7360 1.7889
C 6.0238 2.8011 2.3239
C 6.4439 4.0974 2.8921
O 6.9175 3.7859 4.1798
C 6.7823 2.4993 4.3953
O 7.2743 1.8230 5.3173
O 6.0798 1.9356 3.4739
H 4.5195 1.6840 1.5250
H 4.3232 3.3423 0.9357
H 4.0678 3.0049 2.6849
H 6.7522 2.4960 1.5726
H 5.5837 4.7552 3.0163
H 7.1252 4.6292 2.2279
C -1.7032 3.7794 -4.7696
C -0.3189 3.4096 -4.2613
C -0.2486 2.1736 -3.4177
O 0.9066 1.5493 -3.8357
C 1.2705 2.1017 -5.0745
O 2.0775 1.6369 -5.8695
O 0.5080 3.1085 -5.3845
H -1.5676 4.4941 -5.5813
H -1.9835 4.3881 -3.9099
H -2.4208 2.9676 -4.8882
H 0.0937 4.2257 -3.6681
H -1.1438 1.5637 -3.5391
H -0.2970 2.5816 -2.4081
C -1.7199 0.5293 3.2101
C -1.1884 1.5245 4.3010
C 0.2251 2.1771 3.9315
O -0.0788 3.5807 3.9952
C -1.4113 3.7600 3.8645
O -2.1529 4.6763 3.4707
O -1.9926 2.6418 4.2976
H -2.6159 0.0547 3.6101
H -1.0111 -0.2986 3.1900
H -1.8807 0.9332 2.2106
H -1.2440 1.1080 5.3067
H 0.6143 2.0140 2.9265
H 0.9851 1.8607 4.6459
C -1.0958 -4.0854 1.8022
C -0.9947 -5.4860 2.5126
C -2.0530 -6.5180 2.2608
O -1.2435 -7.6704 2.0712
C -0.0278 -7.4645 1.8448
O 0.7761 -8.2071 1.2306
O 0.1633 -6.1484 1.9665
H -0.2214 -3.4354 1.7716
H -1.9709 -3.4755 2.0267
H -1.3060 -4.2217 0.7413
H -0.8655 -5.3352 3.5844
H -2.8004 -6.3562 1.4841
H -2.6612 -6.6446 3.1565
C -5.2528 -3.2295 -0.6597
C -4.9451 -4.4955 -1.4725
C -5.9837 -5.0604 -2.3597
O -5.4653 -5.1882 -3.5944
C -4.2353 -4.6330 -3.6034
O -3.5739 -4.6427 -4.6835
O -3.9568 -4.1573 -2.3745
H -5.5433 -3.5211 0.3496
H -6.0402 -2.6013 -1.0763
H -4.4366 -2.5169 -0.5415
H -4.7035 -5.3047 -0.7833
H -6.8905 -4.4559 -2.3787
H -6.3809 -5.9823 -1.9350
C -1.2018 7.6191 0.6689
C -1.3603 6.0999 0.1639
C -0.9264 5.8163 -1.2039
O -0.0028 4.7237 -1.0184
C -0.0508 4.2351 0.1932
O 0.4551 3.1458 0.4648
O -0.6787 5.2056 1.0033
H -1.4364 7.8252 1.7132
H -1.7440 8.2874 0.0000
H -0.1963 7.9874 0.4653
H -2.4333 5.9454 0.2777
H -0.6173 6.6995 -1.7630
H -1.8471 5.4654 -1.6700
C -1.1162 -0.3256 -0.8505
S 0.0430 -0.0033 0.5527
O 0.5151 -1.3690 1.0946
C 1.4496 0.4793 -0.6171
H -1.3584 0.5134 -1.5027
H -2.0147 -0.8593 -0.5408
H -0.5513 -0.8958 -1.5880
H 2.3464 0.5381 -0.0003
H 1.2223 1.4569 -1.0421
H 1.5335 -0.3029 -1.3716
*
```

=====

# C34H55F17NO7

4 unconnected molecules or ions with the total composition C34H55F17NO7 at a distorted geometry (ωB97M-V/def2-TZVPD, the OMol25 dataset).

Values from the calculation:
Kohn-Sham gap (alpha / beta) (eV): 7.128 / 7.136
Highest occupied orbital energy (alpha / beta) (eV): -7.5895 / -7.5974

```
! wB97M-V def2-TZVPD RIJCOSX def2/J DEFGRID3
* xyz 0 2
C 0.3677 -3.2731 1.5016
C 0.1992 -2.4795 2.6608
C -0.1559 -1.0252 2.7029
C -1.2464 -0.5434 1.7253
C -0.7272 -0.1620 0.3289
C 0.5217 0.7108 0.3447
C 0.9668 1.2076 -1.0114
F 1.9294 2.1435 -0.8877
F -0.0964 1.8516 -1.5802
C 1.3824 0.1480 -2.0677
F 1.8860 0.8170 -3.1285
F 0.2771 -0.4772 -2.5067
C 2.4225 -0.8902 -1.5642
F 3.2576 -0.2581 -0.7294
F 1.7482 -1.8217 -0.8678
C 3.1919 -1.5777 -2.7139
F 2.3400 -1.8097 -3.7311
F 4.1394 -0.7524 -3.1853
C 3.8340 -2.9605 -2.3769
F 4.5511 -3.3046 -3.4695
F 2.8604 -3.8751 -2.2560
C 4.7814 -2.9960 -1.1630
F 4.0566 -3.0993 -0.0338
F 5.4713 -1.8457 -1.0828
C 5.8308 -4.1476 -1.1524
F 6.4412 -4.0579 0.0499
F 6.7800 -3.9604 -2.0778
C 5.2830 -5.5960 -1.2394
F 4.4086 -5.8397 -0.2611
F 6.3367 -6.4119 -1.0476
F 4.7720 -5.8776 -2.4361
C -2.3638 -1.5938 1.5580
C -3.7728 -1.0501 1.3343
C -3.9790 -0.3979 -0.0420
C -4.7220 -2.2633 1.3702
N -4.2398 -0.1239 2.4101
O -5.1378 0.6850 2.0048
C -3.1344 0.5157 3.1855
C -2.9137 -0.2918 4.4683
C -3.6323 1.8939 3.6474
C -1.8792 0.7425 2.3507
H 1.3663 -3.4695 1.1307
H -0.4645 -3.7288 0.9862
H 0.3941 -2.9514 3.6215
H -0.4779 -0.8133 3.7187
H 0.7797 -0.4836 2.5862
H -0.5696 -1.0757 -0.2378
H -1.4855 0.3825 -0.2199
H 1.3709 0.2501 0.8390
H 0.2933 1.6099 0.9168
H -2.1345 -2.1794 0.6733
H -2.3962 -2.2939 2.3882
H -3.4306 -0.9585 -0.7957
H -5.0228 -0.4959 -0.3035
H -3.6643 0.6374 -0.0865
H -5.7558 -1.9475 1.3450
H -4.5092 -2.8261 2.2760
H -4.4587 -2.9115 0.5387
H -2.4106 -1.2251 4.2266
H -3.8510 -0.5736 4.9304
H -2.2470 0.2317 5.1446
H -4.5393 1.7895 4.2274
H -3.7162 2.6002 2.8308
H -2.8482 2.2744 4.3002
H -1.1032 1.2635 2.9071
H -2.1534 1.4050 1.5309
C 4.7287 -3.2698 -6.4674
O 4.6340 -3.5938 -7.8430
C 5.8820 -3.9289 -8.4270
C 6.0870 -5.4271 -8.5104
O 6.1573 -6.0285 -7.2273
C 4.9330 -6.6053 -6.8079
H 3.7303 -3.3432 -6.0390
H 5.3910 -3.9522 -5.9313
H 5.0898 -2.2423 -6.3445
H 6.7029 -3.4598 -7.8758
H 5.8808 -3.5201 -9.4420
H 7.0432 -5.6198 -9.0061
H 5.2972 -5.8902 -9.1099
H 4.7934 -7.5833 -7.2811
H 4.0783 -5.9665 -7.0389
H 4.9837 -6.7433 -5.7284
C 1.2342 4.7870 6.0295
O 1.8663 5.4919 4.9754
C 2.4583 4.6437 4.0056
C 1.5726 4.4599 2.7912
O 0.3606 3.7917 3.1097
C -0.7364 4.6697 3.2948
H 0.5555 5.4763 6.5295
H 0.6603 3.9332 5.6635
H 1.9791 4.4392 6.7533
H 2.7118 3.6745 4.4468
H 3.3890 5.1223 3.6867
H 2.1031 3.8333 2.0671
H 1.3658 5.4227 2.3149
H -1.1399 4.9747 2.3231
H -0.4714 5.5581 3.8709
H -1.5039 4.1186 3.8359
C -6.8233 6.7832 1.8258
O -6.9757 6.3761 0.4779
C -5.7615 5.9574 -0.1235
C -5.6107 4.4501 -0.1203
O -5.5167 3.9242 1.1919
C -6.7475 3.4131 1.6841
H -7.8092 6.7752 2.2884
H -6.1688 6.1105 2.3836
H -6.4210 7.8013 1.8715
H -4.9062 6.4294 0.3705
H -5.7835 6.3028 -1.1617
H -4.6783 4.1951 -0.6348
H -6.4353 3.9797 -0.6647
H -6.9278 2.4149 1.2761
H -7.5896 4.0659 1.4441
H -6.6647 3.3355 2.7669
*
```

=====

# C34H56BClN2O11PS

4 unconnected molecules or ions with the total composition C34H56BClN2O11PS at a distorted geometry (ωB97M-V/def2-TZVPD, the OMol25 dataset).

Values from the calculation:
Kohn-Sham gap (eV): 6.429
Highest occupied orbital energy (eV): -4.4661

```
! wB97M-V def2-TZVPD RIJCOSX def2/J DEFGRID3
* xyz -1 1
C 1.1707 -3.2624 2.0014
B 0.6170 -1.7513 1.7969
O 0.9532 -0.8172 2.8918
P -0.4747 -1.1039 0.2865
C -1.9634 -1.6330 1.4051
C -3.3978 -1.6945 0.7908
C -4.3716 -0.5456 0.2651
N -3.9850 -2.9006 0.8117
C 1.2237 -0.6855 -0.5719
C 2.0067 0.6258 -0.0852
C 3.1951 0.5111 0.9514
C 4.0527 1.6850 1.4442
C 3.8307 3.1260 0.9238
C 4.7692 4.3139 1.4287
C 2.6691 3.3001 -0.1068
C 1.8128 2.0752 -0.5899
C -0.4163 -2.8094 -0.5627
C -1.0608 -3.1129 -1.9784
C -2.6639 -3.2151 -2.1187
Cl -0.2506 -2.3397 -3.4746
N -1.5101 -0.5067 -1.0672
C -1.0733 0.4726 -1.7427
S -0.6602 1.1079 -3.2424
O -0.3227 0.4667 1.0327
C -1.4589 1.2118 1.3582
C -1.0194 2.7913 1.4044
C 0.2393 3.0436 2.3827
C -2.2079 3.7455 1.9024
C -2.6073 4.9240 0.8703
C -3.5768 3.0224 2.3155
H 0.3024 -4.0275 1.9901
H 1.6969 -3.3988 3.0155
H 1.9094 -3.6073 1.1910
H 0.3805 -1.1009 3.6431
H -1.6921 -2.7109 1.7519
H -1.9564 -1.1389 2.4564
H -5.3042 -0.9222 -0.2892
H -4.7811 0.0729 1.1559
H -3.8887 0.2201 -0.4369
H -4.9421 -2.8456 0.4376
H 1.9431 -1.5009 -0.1397
H 1.2752 -0.8891 -1.6849
H 3.4554 -0.5325 1.3683
H 4.9060 1.4913 2.1768
H 5.8544 3.9205 1.4184
H 4.4732 4.7289 2.4545
H 4.7325 5.1304 0.6187
H 2.4594 4.3503 -0.4974
H 1.0149 2.3167 -1.3532
H 0.6892 -3.1312 -0.7323
H -0.7961 -3.6975 0.0830
H -0.7596 -4.2296 -2.1573
H -3.2132 -2.2275 -2.0069
H -2.8690 -3.6125 -3.1886
H -3.0032 -4.0427 -1.4125
H -1.7411 1.0128 2.4675
H -2.3562 1.2249 0.6608
H -0.7288 3.1309 0.3417
H -0.0590 3.2280 3.4682
H 1.0277 2.2210 2.3335
H 0.7172 4.0316 2.0114
H -1.8366 4.2942 2.8533
H -3.4349 5.5327 1.4082
H -1.7647 5.6661 0.6677
H -3.0973 4.5166 -0.0894
H -4.3879 3.7157 2.7202
H -3.4556 2.1728 3.0777
H -3.9943 2.5212 1.3587
C 6.6575 0.6725 4.8456
C 7.3584 1.8538 5.4885
C 6.5497 2.5014 6.5761
O 7.0398 3.8386 6.5571
C 7.4252 4.0847 5.2769
O 7.6470 5.1728 4.8301
O 7.5168 2.9259 4.5598
H 7.0219 0.5010 3.8301
H 6.8059 -0.2351 5.4361
H 5.5800 0.8464 4.7689
H 8.3559 1.5584 5.8355
H 6.6985 2.0358 7.5501
H 5.4790 2.5317 6.3510
C -7.3157 -2.7498 -3.6943
C -7.6207 -3.5042 -2.4143
C -9.0249 -3.2937 -1.9224
O -8.8857 -3.5043 -0.5209
C -7.6175 -3.1294 -0.2044
O -7.2232 -2.9266 0.9067
O -6.8485 -3.0016 -1.3259
H -6.2451 -2.5555 -3.7927
H -7.6584 -3.3118 -4.5667
H -7.8160 -1.7769 -3.7078
H -7.3808 -4.5671 -2.5358
H -9.7375 -3.9914 -2.3618
H -9.3814 -2.2702 -2.0755
C 2.0520 -0.8435 -5.7792
C 3.0212 -1.0682 -6.9241
C 3.1582 -2.5138 -7.3073
O 4.4718 -2.5540 -7.8576
C 5.1824 -1.5881 -7.2174
O 6.3768 -1.4984 -7.2331
O 4.3566 -0.7362 -6.5422
H 2.2800 0.0805 -5.2428
H 1.0231 -0.7990 -6.1449
H 2.1097 -1.6548 -5.0480
H 2.7487 -0.4381 -7.7793
H 2.4113 -2.8327 -8.0340
H 3.1330 -3.1876 -6.4453
*
```